Here is a molecular structure, C10H31O6V from the Open Molecules 2025 dataset. Energies are from wB97M-V/def2-TZVPD.

Atoms and positions in Å:
V1 2.23712 2.15922 2.00337
O1 0.52910 0.92044 1.60971
H1 0.59248 0.12588 1.04474
C1 2.43725 1.75402 -3.99437
C2 1.22329 1.47866 -3.10732
O2 1.62125 0.70306 -2.00395
H2 2.05659 2.23927 -4.89311
H3 3.06637 0.89553 -4.22954
H4 3.07699 2.50854 -3.53662
H5 0.54331 0.87607 -3.70950
H6 0.74116 2.40143 -2.78460
H7 0.79407 0.43462 -1.59735
C3 3.93187 -2.12968 -1.29892
C4 2.98040 -2.09118 -0.12412
O3 2.49599 -3.37372 0.11515
H8 4.57636 -3.00585 -1.22784
H9 4.59093 -1.26169 -1.28049
H10 3.30149 -2.11489 -2.18802
H11 2.16310 -1.40262 -0.33858
H12 3.50913 -1.73371 0.75949
H13 1.80053 -3.51618 -0.53110
C5 -4.07464 0.94798 3.11358
C6 -2.56772 0.77252 3.23776
O4 -1.97235 1.87502 2.55879
H14 -4.65857 0.03923 3.25949
H15 -4.35558 1.26155 2.10817
H16 -4.42173 1.71439 3.80657
H17 -2.41753 -0.14935 2.67590
H18 -2.19573 0.56393 4.24087
H19 -1.10830 1.56285 2.28030
C7 -1.09060 -2.46799 1.28883
C8 -0.05787 -2.50939 2.44050
O5 -0.25860 -1.36654 3.22466
H20 -2.14308 -2.34209 1.54289
H21 -0.99373 -3.30012 0.59150
H22 -0.89435 -1.57298 0.69844
H23 0.94833 -2.48307 2.02219
H24 -0.17509 -3.38347 3.08108
H25 0.04134 -0.66021 2.64783
C9 -2.29019 1.91047 -2.38724
C10 -1.54632 1.91645 -1.03449
O6 -0.91577 0.68271 -0.76364
H26 -2.96379 2.73996 -2.60244
H27 -2.94674 1.04137 -2.42845
H28 -1.55811 1.90074 -3.19474
H29 -2.26051 2.11293 -0.23485
H30 -0.72523 2.63325 -1.02373
H31 -0.66647 0.69285 0.16337

Cartesian forces, eV/Å:
-3.192 -2.440 -0.983
3.260 1.789 0.599
0.652 0.342 0.197
-0.326 1.065 0.355
0.957 -0.616 -1.192
0.545 -0.043 0.813
0.175 -0.238 -0.278
-0.429 -0.147 0.010
0.167 -0.028 0.181
-0.420 0.164 0.008
-0.052 0.146 -0.146
-0.463 -0.177 0.373
-0.008 0.565 0.107
0.784 0.332 -0.223
-0.687 -0.501 0.542
-0.240 -0.081 -0.151
-0.092 0.188 -0.300
0.520 -0.177 -0.329
-0.181 0.319 0.011
-0.046 -0.177 0.348
-0.092 -0.378 -0.026
-0.360 0.535 0.564
-1.526 -1.032 -1.285
0.463 0.050 0.421
0.294 -0.134 0.438
0.359 0.175 -0.083
-0.234 -0.010 -0.018
0.688 -0.050 -0.083
-0.029 0.512 0.136
0.101 0.096 -0.058
0.578 -0.058 -0.319
-1.179 -0.464 -0.808
0.393 0.539 0.666
0.134 -0.369 0.611
-0.002 -0.148 0.096
0.207 0.213 -0.283
0.135 -0.444 -0.079
0.048 0.023 -0.105
-0.244 0.463 0.550
0.503 -0.441 0.256
-0.806 0.863 -0.367
-0.004 -1.365 -0.498
0.295 0.375 0.609
0.279 -0.248 -0.104
-0.177 -0.313 -0.113
0.080 0.280 0.094
-0.318 0.732 -0.069
-0.505 0.309 -0.087

strongest force on any atom = 0.080 Eh/bohr
LUMO energy (spin up / spin down) = -7.73 / -7.48 eV
energy above the lowest of the compared OMol25 structures with the same formula, charge and spin = 7.624 eV
spin multiplicity = 4
M = 298.3 g mol⁻¹
charge = +1
⟨S²⟩ = 3.775
E_HOMO (spin up / spin down) = -12.417 / -12.422 eV
total energy = -1794.57457 a.u.
frontier orbital gap (spin up / spin down) = 0.17231 / 0.18146 Eh

=====

Here is a molecular structure, C15H38CuN3O9P from the Open Molecules 2025 dataset. Energies are from wB97M-V/def2-TZVPD.

Atoms and positions in Å:
Cu1 0.82058 -0.84317 0.30913
O1 1.81112 -2.79957 0.98216
H1 1.28671 -3.60884 1.13908
O2 2.65055 0.32322 1.15195
H2 2.12236 0.56416 1.93775
C1 3.02063 -1.51649 -2.26988
O3 2.02283 -1.00326 -1.73896
N1 3.81459 -0.93024 -3.22233
C2 5.06993 -1.41262 -3.69260
C3 3.35609 0.30901 -3.87312
H3 3.47269 -2.48758 -2.01524
H4 4.97209 -1.47376 -4.77647
H5 5.32385 -2.41145 -3.33767
H6 5.77685 -0.66640 -3.32993
H7 3.46605 0.24969 -4.95594
H8 2.29369 0.54438 -3.80985
H9 3.91687 1.18445 -3.54567
C4 1.87017 2.44623 -1.48663
O4 3.04580 2.62889 -1.71318
N2 0.90563 3.34659 -1.64219
C5 -0.49516 3.03816 -1.55598
C6 1.19868 4.72050 -2.08988
H10 1.47477 1.45266 -1.22456
H11 -1.03305 2.98629 -2.50260
H12 -1.03313 3.79853 -0.98983
H13 -0.66471 2.08300 -1.05896
H14 0.80277 5.47680 -1.41210
H15 2.26377 4.95149 -2.10802
H16 0.77613 4.90461 -3.07763
C7 -0.97897 -1.47010 -2.46510
O5 -1.09260 -0.99788 -1.33193
N3 -1.52117 -2.66146 -2.81267
C8 -1.46858 -3.12626 -4.21457
C9 -2.13186 -3.61676 -1.87906
H17 -0.51826 -0.89704 -3.28458
H18 -1.35971 -2.22034 -4.81087
H19 -2.39259 -3.59103 -4.55851
H20 -0.72540 -3.91863 -4.30369
H21 -1.85052 -3.53411 -0.82925
H22 -3.21834 -3.64648 -1.96143
H23 -1.81142 -4.62549 -2.13960
C10 -4.00741 -1.82735 3.68303
C11 -3.11304 -1.07124 2.57505
O6 -2.64356 0.13853 3.19282
P1 -1.16219 0.72714 2.95094
O7 -0.60672 0.41076 1.60186
O8 -1.37224 2.30395 3.39626
C12 -2.08944 3.19768 2.58018
C13 -2.53071 4.36245 3.40774
O9 -0.33574 0.12221 4.25588
C14 -0.36376 -1.23200 4.71986
C15 1.11650 -1.75915 4.45534
H24 -4.98389 -1.34398 3.71365
H25 -4.06375 -2.88491 3.42520
H26 -3.57897 -1.70833 4.67821
H27 -2.24499 -1.63847 2.23910
H28 -3.62959 -0.93994 1.62424
H29 -1.45683 3.40234 1.71646
H30 -2.96548 2.63031 2.26590
H31 -3.17757 4.22899 4.27484
H32 -1.72138 4.93771 3.85736
H33 -3.02934 5.11681 2.79911
H34 -0.57837 -1.05580 5.77390
H35 -1.09363 -1.90398 4.26837
H36 1.20234 -1.89105 3.37676
H37 1.95010 -1.12800 4.76336
H38 1.23993 -2.74439 4.90497

Cartesian forces, eV/Å:
1.699 -0.675 0.696
-0.950 -0.124 0.042
0.179 0.510 -0.209
-1.288 0.188 0.037
0.436 -0.091 -0.354
-0.599 1.031 0.963
1.842 -1.112 -1.884
-2.706 1.021 -0.009
-0.365 0.038 0.097
0.222 0.138 -0.397
-0.521 -0.105 0.536
0.660 0.155 -0.202
-0.142 0.114 0.342
0.760 -0.280 -0.524
0.518 -0.401 -0.250
0.060 -0.469 0.925
-0.039 -0.035 0.257
0.501 -1.962 -0.186
0.530 0.636 -0.072
-0.936 2.755 -0.600
-0.550 -0.425 0.503
0.266 -0.308 0.299
0.174 -0.035 0.352
0.351 0.000 -0.484
0.117 0.178 0.288
0.227 -0.095 0.062
-0.485 -0.168 0.227
0.047 -0.650 -0.152
-0.040 -0.044 -0.142
-1.136 0.070 1.455
0.384 -0.141 -0.627
-0.132 -0.858 -0.568
-0.229 0.461 0.988
0.288 -0.214 -0.033
0.067 -0.346 -0.016
0.562 -0.356 -0.426
-0.397 0.149 0.368
0.445 0.305 -0.390
0.156 0.759 -0.169
-0.156 0.366 -0.058
0.200 -0.034 -0.329
1.092 1.116 -1.568
-0.021 -1.296 1.237
-0.187 0.676 -0.388
0.844 -0.903 0.631
-1.052 0.954 1.917
1.465 -2.792 0.832
-0.700 -1.074 -0.143
0.245 1.869 0.355
-1.602 2.310 -2.516
2.801 0.265 0.347
-1.678 -0.409 -0.134
-0.125 -0.254 -0.105
-0.250 0.063 0.039
0.283 -0.059 -0.155
0.094 -0.368 0.405
-0.453 0.671 0.282
-0.240 0.589 -0.056
-0.276 0.298 -0.522
-0.229 -0.976 -0.276
0.596 -0.255 -0.225
-0.186 -0.148 -0.347
-0.106 -0.687 0.174
-0.057 0.319 -0.195
0.236 -0.067 -0.290
-0.507 0.351 0.256
-0.009 -0.135 0.089

strongest force on any atom = 0.073 Eh/bohr
LUMO energy (spin up / spin down) = 4.29 / 4.20 eV
spin multiplicity = 2
M = 499.0 g mol⁻¹
charge = -2
⟨S²⟩ = 0.750
E_HOMO (spin up / spin down) = 2.764 / -0.107 eV
total energy = -3417.48443 a.u.
frontier orbital gap (spin up / spin down) = 0.05599 / 0.15822 Eh

=====

Here is 2 unconnected molecules or ions with the total composition C3H10N2O from the Open Molecules 2025 dataset. Energies are from wB97M-V/def2-TZVPD.

Atoms and positions in Å:
C1 -2.08111 0.01846 -1.14096
C2 -0.39871 1.52828 -0.46084
N1 -0.83375 0.33214 -0.43607
H1 -2.57646 1.00556 -1.14061
H2 -1.85332 -0.23999 -2.17433
H3 -2.71752 -0.72569 -0.59105
H4 -0.85479 2.46263 -0.41274
H5 0.68815 1.45821 -0.36831
H6 -0.16890 -0.41227 0.03002
N2 1.15123 -1.41920 0.36909
C3 1.60422 -0.27446 1.22777
O1 0.67203 0.64737 1.64652
H7 0.82687 -2.21267 0.96462
H8 1.95526 -1.88527 -0.05678
H9 2.32180 0.25842 0.44399
H10 2.26500 -0.54153 2.09970

Cartesian forces, eV/Å:
-1.300 0.526 1.526
3.179 -2.496 1.025
-0.687 -0.283 -0.650
-0.406 -0.647 -0.303
0.020 -0.334 0.224
0.792 0.611 -0.734
-1.456 1.232 -1.040
-0.227 1.224 0.502
-0.817 0.415 -2.019
-0.522 -0.951 2.249
1.985 0.990 -1.372
1.137 -1.733 0.004
-0.182 0.920 -0.289
-0.030 0.758 -0.387
-0.906 -0.404 1.800
-0.578 0.172 -0.535

strongest force on any atom = 0.081 Eh/bohr
LUMO energy (spin up / spin down) = -4.70 / -6.35 eV
energy above the lowest of the compared OMol25 structures with the same formula, charge and spin = 3.496 eV
spin multiplicity = 2
M = 90.1 g mol⁻¹
charge = +1
⟨S²⟩ = 0.755
E_HOMO (spin up / spin down) = -15.146 / -15.063 eV
total energy = -304.65680 a.u.
frontier orbital gap (spin up / spin down) = 0.38395 / 0.32020 Eh

=====

Here is a single C2H4BrNO2 molecule from the Open Molecules 2025 dataset. Energies are from wB97M-V/def2-TZVPD.

Atoms and positions in Å:
O1 -0.74582 0.71170 -1.98910
N1 -1.07362 0.57239 -0.83946
O2 -2.19070 0.40563 -0.40934
C1 0.07618 0.61660 0.17786
C2 0.74321 -0.88247 0.24188
Br1 0.70635 -1.34965 2.07584
H1 -0.40663 0.89077 1.16304
H2 0.84650 1.44200 -0.04450
H3 0.21343 -1.65179 -0.23578
H4 1.83113 -0.75518 -0.14044

Cartesian forces, eV/Å:
-0.175 -0.117 -0.781
1.292 0.686 1.066
-0.037 -0.139 -0.120
0.206 -0.435 0.831
1.808 3.838 -0.113
0.418 -0.529 0.961
0.517 -0.593 -1.235
-1.340 -1.498 -0.260
-0.720 -0.568 -1.068
-1.969 -0.644 0.718

strongest force on any atom = 0.083 Eh/bohr
LUMO energy = 0.19 eV
energy above the lowest of the compared OMol25 structures with the same formula, charge and spin = 3.357 eV
spin multiplicity = 1
M = 154.0 g mol⁻¹
charge = 0
SMILES = O=[N+]([O-])CCBr
E_HOMO = -10.595 eV
total energy = -2857.73647 a.u.
frontier orbital gap = 0.39621 Eh

=====

Here is a single C22H22N2O7S molecule from the Open Molecules 2025 dataset. Energies are from wB97M-V/def2-TZVPD.

Atoms and positions in Å:
C1 4.17691 5.91601 -1.07215
O1 5.46101 5.33010 -0.97789
C2 5.63338 3.99292 -0.93864
C3 6.96245 3.57474 -0.87386
C4 7.31390 2.23510 -0.82773
C5 6.34151 1.26231 -0.84693
C6 4.99579 1.63791 -0.91022
C7 3.93537 0.68738 -0.93660
C8 2.63041 1.05885 -0.99627
C9 1.59910 -0.03331 -1.02881
O2 1.94404 -1.19790 -0.98108
N1 0.32016 0.40955 -1.11296
C10 -0.85302 -0.33251 -1.18958
C11 -2.05501 0.38048 -1.23674
C12 -3.25764 -0.29293 -1.31055
C13 -3.26217 -1.67499 -1.34382
S1 -4.82357 -2.55031 -1.40821
O3 -5.89281 -1.59398 -1.40168
O4 -4.75683 -3.51526 -2.46453
N2 -4.94245 -3.42370 0.00814
C14 -5.19227 -2.68971 1.22170
C15 -3.92204 -2.02503 1.79178
C16 -4.06406 -1.66787 3.27832
C17 -3.40296 -2.85866 3.97046
C18 -2.30086 -3.20393 2.97293
O5 -2.84129 -2.94887 1.68885
C19 -2.08281 -2.39211 -1.31248
C20 -0.87350 -1.72722 -1.23081
C21 2.29657 2.47657 -1.02905
O6 1.17690 2.95103 -1.07165
O7 3.32406 3.35531 -1.00791
C22 4.63648 2.99856 -0.95356
H1 3.65900 5.61146 -1.98352
H2 3.55772 5.67727 -0.20549
H3 4.36077 6.98924 -1.10157
H4 7.71737 4.34447 -0.86124
H5 8.35637 1.96297 -0.77832
H6 6.59183 0.21425 -0.81443
H7 4.16807 -0.36870 -0.91032
H8 0.20295 1.42458 -1.12639
H9 -2.03277 1.46045 -1.21497
H10 -4.20119 0.22890 -1.34484
H11 -4.17150 -4.06944 0.10001
H12 -5.60629 -3.38793 1.95581
H13 -5.93952 -1.93342 0.97841
H14 -3.67683 -1.14478 1.18475
H15 -3.51574 -0.75201 3.49953
H16 -5.10527 -1.53189 3.56104
H17 -4.10498 -3.68808 4.05830
H18 -3.01190 -2.61779 4.95578
H19 -1.42000 -2.56572 3.13181
H20 -1.98988 -4.24983 3.00637
H21 -2.11668 -3.46845 -1.36108
H22 0.05374 -2.27409 -1.19816

Cartesian forces, eV/Å:
-0.397 0.338 -0.032
0.248 -0.130 0.032
-0.010 -0.262 0.003
-0.333 -0.007 -0.014
0.012 0.003 0.000
-0.245 0.071 -0.012
0.197 0.620 -0.005
-0.745 0.070 -0.029
0.719 -0.189 0.030
-0.087 0.160 0.016
0.042 -0.132 -0.007
-0.041 0.424 -0.016
-0.329 -0.384 -0.006
0.087 -0.123 0.018
-0.041 0.076 -0.030
-0.641 -0.246 -0.103
-0.074 -0.460 0.012
0.209 0.207 0.261
0.349 -0.055 0.153
-0.020 0.286 -1.008
0.299 0.432 0.445
-0.488 0.277 -0.065
0.146 -0.071 -0.208
0.104 -0.028 -0.232
0.211 -0.046 0.353
-0.127 -0.143 -0.091
0.000 0.108 -0.052
0.096 -0.105 -0.003
-0.622 0.005 -0.013
0.415 -0.028 0.010
0.088 0.235 0.000
0.643 -0.371 0.034
0.043 0.032 0.077
0.054 0.029 -0.079
-0.035 -0.083 -0.001
0.071 0.108 -0.001
0.097 -0.027 0.004
0.034 -0.132 0.003
-0.047 -0.084 -0.001
0.214 -0.217 0.013
-0.022 0.114 -0.002
-0.057 0.138 0.002
0.140 -0.168 -0.076
-0.020 0.065 -0.024
-0.053 -0.016 0.259
-0.018 -0.135 0.158
-0.046 0.034 0.023
-0.071 0.069 0.035
0.000 -0.049 0.049
-0.016 -0.029 0.066
-0.051 -0.087 0.014
0.025 0.075 0.034
0.106 -0.160 0.013
-0.012 -0.011 -0.006

strongest force on any atom = 0.020 Eh/bohr
LUMO energy = -0.94 eV
energy above the lowest of the compared OMol25 structures with the same formula, charge and spin = 0.193 eV
spin multiplicity = 1
M = 458.5 g mol⁻¹
charge = 0
SMILES = COc1cccc2cc(C(=O)Nc3ccc(S(=O)(=O)NC[C@H]4CCCO4)cc3)c(=O)oc12
E_HOMO = -8.684 eV
total energy = -1885.93518 a.u.
frontier orbital gap = 0.28453 Eh